[1]
{"formula": "C19H33N5O3PbS4", "method": "wB97M-V/def2-TZVPD", "symbols": ["Pb", "C", "C", "S", "C", "C", "S", "C", "C", "S", "C", "C", "S", "H", "H", "H", "H", "H", "H", "H", "H", "H", "H", "H", "H", "H", "H", "H", "H", "N", "N", "C", "N", "N", "N", "O", "O", "H", "H", "H", "H", "H", "C", "C", "C", "C", "C", "C", "C", "O", "C", "C", "C", "H", "H", "H", "H", "H", "H", "H", "H", "H", "H", "H", "H"], "positions_angstrom": [[-0.616, 1.358, -0.584], [-1.388, -0.408, -3.881], [-0.272, 0.480, -4.417], [0.082, 2.007, -3.507], [-1.166, 3.185, -4.076], [-2.629, 2.934, -3.737], [-2.968, 2.771, -1.957], [-4.285, 1.522, -1.995], [-4.570, 0.943, -0.615], [-3.182, 0.235, 0.311], [-3.051, -1.467, -0.292], [-2.683, -1.679, -1.756], [-1.051, -1.012, -2.202], [-1.482, -1.283, -4.526], [-2.343, 0.111, -3.877], [-0.499, 0.753, -5.449], [0.674, -0.061, -4.440], [-1.071, 3.260, -5.161], [-0.832, 4.143, -3.674], [-2.994, 2.032, -4.226], [-3.220, 3.767, -4.118], [-3.988, 0.746, -2.697], [-5.194, 1.989, -2.376], [-5.339, 0.174, -0.700], [-4.976, 1.712, 0.043], [-4.006, -1.955, -0.098], [-2.316, -1.924, 0.374], [-3.424, -1.238, -2.420], [-2.664, -2.750, -1.958], [-0.849, 4.035, 1.359], [-0.572, 3.755, 2.704], [-0.435, 2.486, 3.153], [-0.207, 2.327, 4.451], [-0.555, 1.540, 2.219], [-0.435, 0.238, 2.603], [-0.192, -0.113, 3.738], [-0.681, -0.549, 1.691], [-0.152, 4.686, 1.013], [-1.764, 4.470, 1.289], [-0.522, 4.514, 3.367], [-0.167, 3.114, 5.076], [-0.081, 1.387, 4.804], [4.763, -4.848, 2.863], [4.113, -3.642, 2.253], [3.063, -3.775, 1.350], [2.445, -2.676, 0.782], [1.317, -2.898, -0.191], [2.902, -1.389, 1.139], [2.325, -0.195, 0.578], [1.460, -0.146, -0.301], [3.966, -1.231, 2.063], [4.508, 0.117, 2.482], [4.549, -2.363, 2.596], [4.474, -5.763, 2.350], [4.472, -4.942, 3.911], [5.849, -4.759, 2.835], [2.722, -4.768, 1.080], [1.090, -3.960, -0.259], [1.571, -2.530, -1.186], [0.421, -2.361, 0.126], [2.708, 0.754, 0.981], [3.762, 0.716, 3.008], [4.871, 0.699, 1.634], [5.346, -0.023, 3.161], [5.372, -2.254, 3.292]], "atomic_forces_ev_per_a": [[0.19, -0.12, 0.41], [-0.01, -0.01, -0.07], [-0.07, 0.00, -0.05], [0.06, -0.10, 0.10], [-0.04, 0.03, -0.10], [-0.06, 0.00, -0.04], [0.07, -0.01, 0.00], [-0.01, -0.02, 0.00], [-0.09, -0.02, -0.06], [0.05, 0.05, -0.02], [-0.04, -0.06, -0.02], [-0.03, -0.01, 0.01], [0.06, 0.08, 0.09], [0.01, 0.01, -0.01], [0.00, 0.01, -0.01], [0.00, 0.00, -0.01], [0.01, 0.00, 0.04], [-0.01, 0.02, 0.00], [0.01, -0.01, 0.04], [0.00, 0.00, -0.02], [0.01, 0.01, -0.01], [-0.01, -0.02, 0.00], [-0.01, 0.00, 0.02], [-0.01, 0.00, 0.01], [0.02, 0.02, 0.00], [0.00, -0.01, 0.01], [0.00, 0.02, -0.02], [-0.02, 0.00, 0.00], [0.00, -0.01, 0.02], [0.01, 0.01, 0.10], [-0.01, 0.03, -0.01], [0.04, 0.41, 0.07], [0.01, -0.08, -0.02], [0.33, -0.19, 0.05], [-0.93, 0.13, -0.21], [0.30, -0.25, 0.06], [0.32, -0.20, -0.20], [-0.02, -0.01, 0.01], [0.04, -0.01, -0.01], [-0.02, -0.02, -0.04], [0.00, 0.04, -0.01], [-0.03, 0.15, -0.02], [-0.01, 0.03, -0.02], [0.03, -0.07, 0.02], [-0.03, 0.00, 0.01], [-0.10, -0.11, -0.13], [0.05, -0.03, 0.09], [0.03, 0.26, -0.03], [0.17, -0.09, 0.10], [-0.31, 0.24, -0.18], [0.08, -0.01, 0.07], [-0.04, -0.05, -0.02], [-0.02, 0.03, -0.02], [0.00, 0.00, 0.00], [0.00, 0.01, 0.00], [0.00, 0.00, 0.00], [0.00, 0.00, 0.01], [0.01, -0.02, 0.01], [0.01, 0.00, 0.03], [0.04, -0.03, 0.01], [-0.01, 0.00, 0.01], [-0.02, -0.01, -0.01], [0.00, -0.01, -0.01], [0.00, 0.00, 0.00], [0.00, -0.01, 0.01]], "homo_lumo_gap_ev": 8.174, "total_energy_ha": -3028.3375, "total_charge": 2, "max_force_ev_per_a": 0.96}

[2]
{"formula": "C2H2N4", "method": "wB97M-V/def2-TZVPD", "symbols": ["C", "N", "C", "N", "N", "N", "H", "H"], "positions_angstrom": [[0.881, 0.388, -0.684], [0.997, 0.231, 0.568], [-0.276, -0.221, 0.956], [-0.943, -1.061, -0.445], [-0.441, 0.042, -1.153], [-1.341, 0.191, 0.098], [1.587, 0.879, -1.353], [-0.463, -0.449, 2.013]], "atomic_forces_ev_per_a": [[-0.11, 0.42, 0.28], [0.18, 0.19, -0.26], [-0.49, -1.14, -0.72], [0.92, -0.65, 1.82], [-0.45, 0.57, -0.02], [0.24, 1.20, -0.53], [-0.15, -0.40, 0.14], [-0.14, -0.19, -0.71]], "homo_lumo_gap_ev": 9.240, "total_energy_ha": -296.2369, "total_charge": 0, "smiles": "C1=NC2n3n1n32", "max_force_ev_per_a": 2.14}

[3]
{"formula": "C9H12BNO4", "method": "wB97M-V/def2-TZVPD", "symbols": ["N", "C", "C", "C", "C", "C", "C", "B", "O", "O", "C", "C", "C", "O", "O", "H", "H", "H", "H", "H", "H", "H", "H", "H", "H", "H", "H"], "positions_angstrom": [[1.733, -0.641, -2.024], [1.813, 0.742, -1.548], [1.454, 0.860, -0.103], [0.118, 0.349, 0.311], [-0.464, -0.763, -0.234], [-1.680, -1.218, 0.255], [-2.320, -0.561, 1.259], [-3.558, -1.259, 1.915], [-3.255, -1.868, 3.121], [-4.749, -1.373, 1.201], [-1.781, 0.580, 1.764], [-0.550, 1.002, 1.310], [3.219, 1.308, -1.739], [3.583, 2.189, -0.985], [3.916, 0.816, -2.760], [2.303, -1.232, -1.460], [2.133, -0.724, -2.952], [1.057, 1.348, -2.102], [2.207, 0.285, 0.480], [1.640, 1.889, 0.147], [0.024, -1.344, -1.016], [-2.092, -2.087, -0.209], [-2.360, -1.737, 3.493], [-4.728, -0.879, 0.363], [-2.295, 1.111, 2.530], [-0.107, 1.881, 1.743], [4.742, 1.327, -2.760]], "atomic_forces_ev_per_a": [[-0.12, 0.40, -1.02], [-0.12, -0.89, -1.28], [1.02, -0.84, 0.81], [0.43, 0.47, -0.42], [-0.41, -1.44, -0.55], [1.11, -0.02, -1.15], [-1.86, -0.56, 0.42], [0.71, -0.08, -0.58], [-0.97, -0.07, 0.11], [0.50, -0.10, 0.92], [1.04, 0.57, 0.18], [-0.46, 0.97, 0.69], [-1.51, 1.55, 1.38], [0.91, -0.54, -1.06], [0.43, 0.23, 0.05], [0.46, -0.48, 0.72], [-0.15, 0.15, -0.06], [0.73, -0.27, -0.04], [-0.14, 0.27, -0.22], [-0.32, 0.37, 0.45], [-0.24, 0.44, 0.29], [-0.33, -0.58, -0.05], [-0.88, 0.11, -0.80], [0.17, -0.31, 0.68], [-0.20, 0.45, 0.58], [0.14, 0.34, 0.11], [0.08, -0.14, -0.16]], "homo_lumo_gap_ev": 9.605, "total_energy_ha": -730.8342, "total_charge": 0, "smiles": "N[C@@H](Cc1ccc(B(O)O)cc1)C(=O)O", "max_force_ev_per_a": 2.57}

[4]
{"formula": "C4HIOS3", "method": "wB97M-V/def2-TZVPD", "symbols": ["C", "C", "C", "C", "O", "S", "S", "S", "I", "H"], "positions_angstrom": [[-0.157, 0.466, -1.588], [-0.475, -0.412, -0.685], [0.664, 0.907, 1.424], [-0.871, -1.200, 0.328], [-1.445, -0.933, 1.328], [-0.265, 0.409, 2.576], [1.174, 1.631, -1.514], [1.773, 1.783, 0.588], [0.119, -3.194, 0.317], [-0.516, 0.543, -2.774]], "atomic_forces_ev_per_a": [[0.41, 0.40, -3.00], [0.15, 1.34, -1.90], [1.43, 2.11, 0.32], [0.74, -2.33, -0.15], [-2.61, -1.19, 0.09], [1.82, 1.85, 0.88], [-0.58, 0.08, -1.02], [-1.52, -1.91, 1.78], [-0.24, 0.30, -0.34], [0.40, -0.65, 3.33]], "homo_lumo_gap_ev": [6.396, 5.605], "total_energy_ha": -1720.2877, "total_charge": 0, "max_force_ev_per_a": 3.41, "spin_multiplicity": 3}

[5]
{"formula": "H4O2", "method": "wB97M-V/def2-TZVPD", "symbols": ["O", "H", "H", "O", "H", "H"], "positions_angstrom": [[1.196, -1.539, 0.265], [0.621, -1.553, 1.063], [1.170, -0.596, 0.120], [-1.296, 1.503, -0.404], [-1.304, 0.761, -1.034], [-0.386, 1.424, -0.011]], "atomic_forces_ev_per_a": [[-0.97, 0.08, 1.23], [0.55, -0.62, -0.64], [0.43, 0.52, -0.58], [1.54, -0.73, 0.22], [-0.18, 0.41, 0.25], [-1.36, 0.34, -0.48]], "homo_lumo_gap_ev": 12.259, "total_energy_ha": -152.8630, "total_charge": 0, "smiles": "O.O", "max_force_ev_per_a": 1.71}

[6]
{"formula": "C11H17BBaN6", "method": "wB97M-V/def2-TZVPD", "symbols": ["H", "N", "B", "N", "C", "Ba", "H", "C", "H", "C", "H", "C", "H", "H", "H", "N", "N", "N", "N", "C", "C", "H", "H", "C", "C", "C", "C", "H", "H", "H", "H", "H", "C", "H", "H", "H"], "positions_angstrom": [[-0.273, 2.924, 0.942], [0.000, 1.588, -0.701], [0.600, 0.591, -2.977], [0.527, 1.779, -1.969], [0.920, 3.058, -2.131], [-1.259, -0.888, 0.248], [1.358, 3.387, -3.068], [0.642, 3.743, -0.946], [0.825, 4.783, -0.742], [0.073, 2.785, -0.081], [0.972, 0.984, -4.052], [-1.822, -3.327, -0.698], [-1.931, -3.539, 0.417], [-0.918, -3.656, -1.251], [-2.726, -3.294, -1.356], [-0.827, -0.037, -3.089], [1.600, -0.460, -2.414], [-1.498, -0.567, -1.943], [1.314, -1.142, -1.239], [-1.636, -0.088, -4.165], [2.793, -0.849, -2.911], [-1.291, 0.330, -5.115], [3.183, -0.408, -3.817], [-2.841, -0.708, -3.805], [3.304, -1.850, -2.077], [-2.716, -0.986, -2.439], [2.344, -1.992, -1.044], [-3.670, -0.930, -4.459], [4.218, -2.394, -2.209], [-3.423, -1.490, -1.797], [2.386, -2.667, -0.196], [-1.227, 0.997, 1.745], [-0.972, 0.884, 2.830], [-0.164, 0.112, 2.897], [-1.816, 0.643, 3.512], [-0.556, 1.859, 3.166]], "atomic_forces_ev_per_a": [[0.10, -0.12, -0.37], [0.39, 0.99, -0.44], [0.02, -0.15, 0.67], [-0.58, -0.02, 1.17], [-0.41, -0.16, 0.83], [1.17, -1.09, 2.55], [-0.11, -0.06, 0.26], [0.04, -0.30, -0.19], [0.03, 0.05, 0.01], [0.39, -0.39, -1.29], [-0.07, -0.03, 0.06], [-0.14, 0.84, 0.33], [-0.06, -0.78, -1.47], [-0.57, -0.23, 0.73], [0.67, -0.68, 1.06], [-1.26, -0.41, 1.34], [-0.23, -0.60, 1.05], [-1.24, 0.94, -7.21], [0.88, -0.26, -0.67], [0.19, -0.32, 0.72], [-0.30, -0.74, 0.80], [-0.20, -0.34, 0.44], [-0.06, -0.10, 0.10], [0.52, 0.35, 0.20], [-0.69, 0.60, -0.02], [1.50, 0.97, -0.24], [-0.15, 1.05, -1.15], [0.06, 0.03, 0.15], [0.17, -0.06, 0.03], [0.08, 0.11, -0.07], [-0.19, 0.17, -0.12], [-0.13, 0.45, 1.59], [0.57, 0.39, 0.03], [-0.65, 0.62, 0.16], [0.43, -0.03, -0.79], [-0.16, -0.69, -0.22]], "homo_lumo_gap_ev": 5.295, "total_energy_ha": -808.2111, "total_charge": 0, "max_force_ev_per_a": 7.38}